Formula: C6H31N2O8
Source: the Open Molecules 2025 dataset
Level of theory: ωB97M-V with the def2-TZVPD basis set

Computed properties:
Energy relative to the best compared isomer or geometry (same formula, charge and spin) (kJ/mol): 572.0
HOMO energy (hartree): -0.469
LUMO level (eV): -2.556
Charge: +1

Geometry (Å):
N1 0.1284 -2.1063 0.1240
C1 0.0914 -0.6810 0.7464
C2 -1.2386 0.0920 1.0182
C3 -0.8057 1.5569 1.4908
C4 -1.6639 2.5382 1.5424
C5 0.9542 0.1622 -0.2433
N2 2.3886 -0.1670 0.0425
C6 3.2834 1.0094 -0.3370
H1 -0.0639 -2.1339 -0.9369
H2 1.0973 -2.4789 0.5083
H3 -0.6077 -2.7020 0.6599
H4 0.5267 -0.8744 1.7056
H5 -1.9285 -0.5218 1.7421
H6 -1.8317 0.2026 0.1054
H7 0.3048 1.6357 1.7652
H8 -1.3941 3.5881 1.7207
H9 -2.7376 2.3988 1.3869
H10 0.4180 -0.0907 -1.2933
H11 0.8970 1.3065 -0.1539
H12 2.6873 -0.9613 -0.4495
H13 3.2243 1.2606 -1.4867
H14 3.0452 1.9682 0.2034
H15 4.2847 0.7350 0.1485
H16 -2.1145 -2.9131 -1.2597
H17 -1.0838 -4.1721 -1.8054
O1 -1.1915 -3.3314 -1.4182
H18 -2.2325 2.5803 -1.1782
H19 -0.8575 2.0853 -0.9476
O2 -1.4547 2.3150 -1.6530
H20 -0.2950 -1.9909 -3.3297
H21 -0.7507 -0.7417 -3.0404
O3 0.0273 -1.2441 -2.7913
H22 -1.3493 0.6004 -4.8789
H23 -1.9144 1.2214 -3.5667
O4 -2.1252 0.5988 -4.2738
H24 1.4013 -3.1500 3.2235
H25 1.8932 -1.6065 2.8932
O5 1.4345 -2.3962 2.6633
H26 1.6344 2.7378 2.9831
H27 0.3640 3.7775 2.7501
O6 1.1254 3.3421 2.3772
H28 -3.1076 -0.6536 -1.8393
H29 -4.3147 -1.7497 -1.3692
O7 -3.4346 -1.6452 -1.6884
H30 2.9118 0.2346 3.3095
H31 2.2664 0.1912 1.9421
O8 2.1080 0.1733 2.8877

These are the natural (NBO) partial charges, in e, on atoms 1 to 5: number 1, N, carries -0.77; number 2, C, carries -0.08; number 3, C, carries -0.47; number 4, C, carries -0.21; number 5, C, carries -0.41